Computed, not measured: an isolated molecule of C9H8F2N2O at a distorted geometry, with wB97M-V/def2-TZVPD.

Output
* total charge: 0
* spin multiplicity: 1
* gap between HOMO and LUMO (spin up / spin down): 7.708 / 7.370 eV

Last column: Mulliken charge in e.
CARTESIAN COORDINATES (ANGSTROEM)
C  0.47888  1.68310  -0.29710  -0.729
C  1.41708  0.53827  1.59820  -1.433
C  1.62075  2.92234  1.36296  -0.642
C  0.71866  0.49636  0.32525  1.692
C  0.83127  2.86071  0.33915  0.235
C  1.92607  1.73020  1.97708  0.346
C  -1.88603  -1.04576  -1.33557  -0.203
C  -0.34417  -1.05779  -1.38469  -0.678
C  0.34772  -0.84651  -0.13389  0.138
N  -2.40331  -0.72076  -0.28883  -0.040
N  -2.03014  -0.17381  0.72904  -0.476
O  0.61703  -2.04830  0.59906  -0.588
F  0.46803  3.98328  -0.32158  -0.329
F  2.79168  1.80859  3.02754  -0.319
H  -0.06172  1.73703  -1.23374  0.345
H  1.62974  -0.30930  2.12596  0.527
H  1.96267  3.85375  1.77897  0.469
H  -2.45115  -1.34139  -2.17101  0.461
H  0.11122  -2.02880  -1.66687  0.409
H  -0.20987  -0.15317  -1.95934  0.268
H  -2.09598  -0.78130  1.56877  0.240
H  1.29553  -1.83436  1.34537  0.307

Atomic forces in eV per Å
-0.97 0.19 -0.80
-0.59 1.75 -2.61
1.98 1.15 3.35
1.05 -2.65 2.44
-1.92 0.00 -4.48
0.81 -0.14 1.21
2.42 -1.43 -1.27
0.33 -0.57 0.34
-0.38 0.49 1.83
-4.32 -0.91 -0.88
2.26 1.39 4.38
1.52 2.59 0.73
0.01 0.23 0.29
-0.49 -0.21 -0.20
0.00 0.13 0.09
0.60 -1.90 1.42
0.12 0.14 0.01
-0.61 -0.35 -0.95
-0.71 0.62 -1.18
0.97 -0.29 -1.02
-0.26 0.37 -0.64
-1.82 -0.60 -2.08